No. 1
{
  "formula": "C26H26Cl3N5O2ReS5",
  "method": "ωB97M-V/def2-TZVPD",
  "symbols": ["Re", "O", "C", "S", "C", "C", "S", "S", "S", "Cl", "C", "C", "C", "C", "C", "C", "N", "C", "C", "N", "C", "O", "C", "C", "C", "Cl", "S", "C", "C", "C", "Cl", "C", "H", "H", "H", "H", "H", "H", "H", "H", "H", "H", "H", "H", "H", "C", "C", "N", "C", "N", "C", "C", "C", "N", "C", "H", "H", "H", "H", "H", "H", "H", "H", "H", "H", "H", "H", "H"],
  "coordinates": [[-0.14141, -0.53835, -1.58541], [-5.11210, -0.67275, -6.30692], [-4.27008, -0.65424, -5.47737], [-3.28237, 0.81159, -5.09880], [-2.36050, 0.04554, -3.83202], [-2.59503, -1.22039, -3.53223], [-1.68952, -1.99529, -2.23902], [-3.84324, -2.04695, -4.43479], [-1.14561, 0.94000, -2.92801], [0.59680, 4.58933, -1.47270], [0.07142, 3.86798, 0.00851], [-1.21148, 3.34178, 0.10658], [-1.60506, 2.76309, 1.30126], [-0.74953, 2.68380, 2.40019], [-1.17996, 1.86627, 3.60886], [-0.37810, 0.54943, 3.70250], [-0.59863, -0.26090, 2.50826], [-1.60305, -1.18597, 2.32536], [-1.58536, -1.54529, 1.02379], [-0.59593, -0.82028, 0.38022], [-0.01776, -0.06083, 1.33250], [-1.03614, 2.55890, 4.81194], [-2.20109, 2.52488, 5.63712], [-2.51670, 1.12759, 6.05889], [-3.49324, 0.32920, 5.52773], [-4.65537, 0.76721, 4.33764], [-3.48451, -1.27422, 6.15515], [-2.14055, -0.89104, 7.15445], [-1.74528, 0.40286, 7.01058], [0.52432, 3.25115, 2.26972], [1.63449, 3.26613, 3.59961], [0.93940, 3.84610, 1.08776], [-1.89135, 3.40669, -0.73122], [-2.60303, 2.35165, 1.38553], [-2.22685, 1.57938, 3.44998], [-0.70809, -0.03301, 4.56299], [0.68559, 0.74528, 3.78562], [-2.22281, -1.49828, 3.14739], [-2.20328, -2.24676, 0.49391], [0.77775, 0.65099, 1.17064], [-3.04250, 2.97985, 5.10595], [-1.94914, 3.14589, 6.49552], [-1.74607, -1.63464, 7.82675], [-0.93549, 0.84712, 7.57025], [1.91413, 4.30720, 1.02223], [2.99647, -3.37684, -5.31701], [1.87735, -3.96652, -4.48275], [1.42921, -2.96905, -3.50972], [2.16171, -1.94682, -3.10003], [1.57691, -1.08118, -2.19473], [2.39749, -0.00644, -1.59665], [3.34696, 0.55483, -2.63665], [4.21345, -0.59465, -3.12278], [3.39900, -1.74715, -3.52615], [4.03358, -2.74714, -4.40384], [2.60192, -2.62335, -6.00030], [3.45949, -4.15718, -5.91808], [2.20809, -4.85750, -3.94501], [1.02166, -4.23700, -5.09894], [0.49060, -3.03200, -3.13323], [2.91916, -0.37480, -0.71013], [1.69668, 0.79915, -1.25466], [3.97624, 1.33467, -2.21059], [2.77755, 0.98943, -3.45996], [4.91701, -0.91568, -2.34884], [4.79401, -0.28869, -3.99195], [4.53261, -3.49487, -3.78184], [4.79518, -2.22895, -4.98304]],
  "forces_ev_per_angstrom": [[-0.542, 0.164, -0.399], [0.033, -0.092, -0.006], [0.122, 0.276, 0.153], [0.147, -0.142, 0.185], [0.157, 1.038, -0.263], [-0.352, -1.015, 0.070], [-0.268, -0.159, -0.279], [0.108, -0.275, 0.180], [0.312, 0.075, 0.245], [-0.008, -0.040, -0.067], [-0.164, -0.057, -0.029], [0.143, 0.096, -0.087], [0.145, -0.080, 0.150], [0.136, -0.166, 0.015], [-0.085, -0.024, -0.312], [0.040, -0.087, 0.135], [0.153, 0.080, -0.661], [-0.084, -0.157, 0.116], [-0.344, -0.117, -0.010], [0.274, 0.300, 0.376], [-0.115, 0.147, 0.096], [0.234, 0.151, -0.015], [-0.161, 0.151, 0.100], [-0.347, -0.259, -0.097], [0.099, 0.037, 0.039], [-0.025, 0.008, -0.044], [0.146, 0.282, 0.007], [-0.001, 0.096, 0.005], [0.028, -0.275, 0.120], [-0.190, 0.041, 0.204], [0.055, -0.072, -0.071], [-0.076, -0.043, 0.030], [0.005, 0.007, -0.014], [-0.059, -0.022, 0.010], [0.031, 0.099, -0.040], [0.041, 0.090, -0.013], [0.090, 0.058, 0.104], [-0.063, -0.069, 0.041], [-0.044, 0.007, 0.034], [-0.009, 0.013, 0.032], [0.011, -0.019, 0.061], [-0.068, -0.024, -0.018], [0.024, -0.017, 0.017], [0.042, -0.011, 0.029], [0.033, -0.013, -0.002], [0.018, -0.017, 0.030], [-0.001, -0.088, -0.045], [0.027, 0.099, 0.066], [-0.187, 0.032, -0.028], [0.590, 0.072, -0.041], [-0.009, -0.071, -0.096], [0.026, -0.029, 0.047], [0.013, 0.117, 0.081], [-0.190, -0.063, 0.029], [0.015, -0.067, -0.044], [-0.004, 0.014, -0.002], [0.011, 0.004, 0.011], [0.000, 0.006, -0.048], [0.025, -0.011, 0.002], [0.085, 0.014, -0.010], [0.020, 0.004, -0.047], [0.008, -0.009, 0.007], [-0.002, -0.007, 0.004], [0.000, -0.015, -0.010], [-0.013, 0.042, -0.026], [-0.019, -0.004, 0.008], [-0.011, 0.000, -0.036], [-0.007, -0.004, 0.020]],
  "mulliken_charge": [0.81, -0.44, 0.55, -0.07, 0.04, 0.19, -0.37, -0.09, -0.12, -0.17, 0.28, -1.11, 0.19, -0.73, 0.81, -1.02, 0.32, -0.55, -0.41, -0.13, -0.12, -0.38, -0.96, 0.04, 0.76, -0.19, -0.14, -0.31, -0.68, 0.76, -0.16, -0.92, 0.60, 0.52, -0.14, 0.39, 0.26, 0.41, 0.55, 0.50, 0.36, 0.50, 0.47, 0.42, 0.52, -0.69, -0.59, 0.06, 0.84, -0.27, -0.42, -0.79, -0.58, 0.07, -0.57, 0.31, 0.38, 0.31, 0.40, -0.15, 0.23, 0.32, 0.42, 0.29, 0.28, 0.45, 0.28, 0.39],
  "homo_ev": [-13.09, -13.09],
  "fmax_ha_per_bohr": 0.02105,
  "de_lowest_ev": 0.098,
  "orbital_gap_ev": [6.253, 5.651],
  "molar_mass_g_mol": 893.43,
  "total_charge": 2,
  "e_tot_ev": -132790.6371,
  "e_lumo_ev": [-6.840, -7.442],
  "s_squared": 0.76,
  "spin_multiplicity": 2
}

=====

No. 2
{
  "formula": "C14H16",
  "method": "ωB97M-V/def2-TZVPD",
  "symbols": ["C", "C", "C", "C", "C", "C", "C", "H", "H", "H", "H", "H", "H", "H", "H", "C", "C", "C", "C", "C", "C", "C", "H", "H", "H", "H", "H", "H", "H", "H"],
  "coordinates": [[1.18255, -0.69226, 2.88834], [-0.01196, -1.15351, 2.17785], [0.03497, -1.06706, 0.79854], [-1.14036, -1.53674, 0.06601], [-2.18212, -2.16360, 0.84742], [-2.02236, -2.62201, 2.13204], [-1.02408, -1.86768, 2.80883], [1.01870, 0.39756, 2.92821], [2.05421, -0.87391, 2.29577], [1.43014, -1.18034, 3.84876], [0.86145, -0.69493, 0.19391], [-1.31865, -1.49004, -0.95671], [-3.09807, -2.53040, 0.37623], [-2.61247, -3.34785, 2.66165], [-1.00808, -1.86382, 3.92633], [0.09087, 2.22502, 0.24570], [0.44226, 1.75263, -1.15075], [1.73691, 1.87015, -1.65339], [2.02177, 1.48202, -3.01933], [0.97468, 0.76482, -3.62995], [-0.36890, 0.67683, -3.17446], [-0.59468, 1.31901, -1.94021], [0.76435, 1.82191, 1.00342], [-0.97823, 1.87973, 0.57314], [0.06057, 3.32551, 0.15256], [2.50921, 2.01138, -0.95979], [2.89809, 1.49819, -3.55970], [1.05688, 0.07993, -4.55770], [-1.17181, 0.41238, -3.69609], [-1.60585, 1.56707, -1.62664]],
  "forces_ev_per_angstrom": [[0.341, 1.104, 1.063], [-0.102, -1.530, -0.686], [-3.167, -1.256, -2.664], [0.227, 0.007, 4.807], [0.255, -1.309, -2.281], [1.899, 3.060, 1.010], [-0.341, -1.098, 1.491], [0.762, -0.155, 0.782], [0.548, 0.063, -0.599], [-0.687, 0.563, -0.201], [0.001, 0.078, 0.512], [0.161, 0.457, -1.641], [0.407, 0.176, -0.542], [-0.521, 0.171, -0.084], [0.217, -0.396, -0.958], [-1.866, -0.133, -0.036], [0.337, 0.347, 0.596], [-0.534, -1.380, -2.306], [-4.024, -1.515, 2.375], [-1.262, -1.766, -2.144], [4.408, 3.462, 4.000], [-0.771, -0.417, -1.610], [0.182, 0.492, -0.037], [1.937, 0.555, -0.781], [0.237, -0.369, 0.825], [1.184, 0.945, 0.659], [2.165, 0.314, -0.404], [0.795, 1.772, 1.109], [-2.780, -1.678, -2.442], [-0.010, -0.566, 0.185]],
  "mulliken_charge": [-1.47, 0.77, -0.25, -0.72, -0.49, -0.61, -0.26, 0.23, 0.36, 0.41, 0.48, 0.54, 0.32, 0.39, 0.30, -1.24, 0.44, -0.12, -0.77, -0.20, -0.88, -0.05, 0.14, 0.27, 0.44, 0.40, 0.45, 0.23, 0.57, 0.35],
  "homo_ev": -8.64,
  "fmax_ha_per_bohr": 0.13391,
  "de_lowest_ev": 2.560,
  "orbital_gap_ev": 9.523,
  "molar_mass_g_mol": 184.28,
  "e_tot_ev": -14775.2051,
  "e_lumo_ev": 0.880
}

=====

No. 3
{
  "formula": "C19H14F3NO",
  "method": "ωB97M-V/def2-TZVPD",
  "symbols": ["F", "C", "F", "F", "C", "C", "C", "C", "C", "C", "C", "C", "C", "C", "C", "C", "C", "H", "H", "H", "H", "H", "H", "H", "H", "H", "H", "O", "C", "C", "C", "N", "C", "C", "H", "H", "H", "H"],
  "coordinates": [[4.26937, 1.11788, 2.36910], [3.97932, -0.03477, 3.04932], [4.70283, -1.03673, 2.46346], [4.46185, 0.10754, 4.32291], [2.51081, -0.32196, 3.04517], [2.09898, -1.63514, 2.82621], [0.75300, -1.89562, 2.73322], [-0.22282, -0.86651, 2.90272], [-1.56698, -1.25325, 2.73979], [-2.72590, -0.44500, 2.75792], [-3.96822, -1.08938, 3.03050], [-5.14492, -0.36542, 3.13726], [-5.12808, 1.03574, 3.01881], [-3.92286, 1.68642, 2.70608], [-2.75688, 0.95592, 2.50630], [0.24560, 0.43325, 3.27331], [1.60203, 0.71538, 3.27086], [2.82884, -2.42942, 2.70145], [0.41657, -2.91050, 2.51472], [-1.71256, -2.32535, 2.61343], [-3.95219, -2.17313, 3.16763], [-6.08499, -0.89131, 3.31526], [-6.04836, 1.61019, 3.14653], [-3.89565, 2.77445, 2.60356], [-1.86322, 1.44482, 2.12135], [-0.46425, 1.21238, 3.55876], [1.95713, 1.73226, 3.44411], [-1.88509, -0.65778, -0.26589], [-2.74273, -1.23532, -0.97931], [-3.72230, -2.17425, -0.46022], [-4.82732, -2.53507, -1.21109], [-4.99596, -2.17272, -2.48894], [-4.03781, -1.43574, -3.07002], [-2.90234, -1.00033, -2.40997], [-3.63450, -2.51675, 0.56331], [-5.61483, -3.15780, -0.77544], [-4.19925, -1.18980, -4.12466], [-2.17321, -0.39789, -2.94016]],
  "forces_ev_per_angstrom": [[-0.262, -0.998, 0.712], [1.470, 0.316, -0.105], [-0.623, 0.918, 0.538], [-0.400, -0.032, -1.048], [-0.136, -0.124, -0.144], [0.051, 0.199, -0.016], [-0.736, 0.156, 0.006], [1.633, 0.110, 0.343], [-0.631, 0.292, -0.679], [-0.857, 0.237, -0.060], [0.236, 0.149, -0.058], [0.000, 0.012, 0.073], [0.527, -0.332, -0.076], [-0.011, -0.107, -0.042], [0.075, -0.076, 0.242], [-0.342, -0.268, -0.305], [-0.133, -0.192, 0.052], [-0.141, 0.194, -0.020], [0.045, 0.309, 0.005], [-0.171, 0.156, 0.131], [-0.178, 0.331, -0.061], [0.314, 0.209, -0.001], [0.321, -0.204, -0.071], [-0.074, -0.427, -0.132], [-0.332, -0.099, 0.106], [0.306, -0.318, -0.170], [-0.090, -0.353, 0.056], [0.813, 0.143, 0.947], [-1.383, -0.841, -1.137], [0.090, 0.621, -0.198], [0.725, 0.204, -0.389], [-0.613, -0.113, -0.244], [0.207, -0.297, 0.692], [-0.059, 0.086, 0.617], [0.035, 0.040, 0.106], [0.210, 0.111, -0.120], [0.095, -0.069, 0.298], [0.020, 0.058, 0.153]],
  "mulliken_charge": [-0.25, 0.84, -0.26, -0.24, 0.43, -0.73, -0.90, 0.86, -0.35, 0.79, -0.47, -0.64, -0.27, -0.88, -0.25, -0.43, -0.89, 0.44, 0.36, 0.26, 0.33, 0.39, 0.38, 0.38, 0.78, 0.66, 0.41, -0.68, 0.48, -0.04, -0.35, -0.69, -0.20, -0.53, 0.27, 0.32, 0.32, 0.36],
  "homo_ev": -6.55,
  "fmax_ha_per_bohr": 0.03846,
  "de_lowest_ev": 0.000,
  "orbital_gap_ev": 3.280,
  "molar_mass_g_mol": 329.32,
  "e_tot_ev": -31617.2283,
  "e_lumo_ev": -3.273
}